Record 1
196
Properties=species:S:1:pos:R:3:mulliken_charge:R:1 method="wB97M-V/def2-TZVPD" mol_weight_g_mol=1030.571 homo_lumo_gap_ha=0.3086 e_homo_ev=-8.05 total_energy_ha=-3374.429901 e_above_lowest_kcal_mol=115.9
H -14.112 -12.537 -2.168 -0.5541
H -19.359 -12.581 5.907 -0.0489
O -21.293 -12.288 5.232 -0.1897
O -15.667 -11.412 -2.160 0.8573
H -16.464 -13.671 -2.375 -0.1188
C -12.027 -9.780 -0.302 -0.5213
H -15.070 -5.507 7.432 0.3209
C -20.304 -6.518 5.963 -1.4945
C -23.238 -15.229 -0.918 -1.0279
H -24.074 -14.547 -1.076 0.4906
N -11.293 -13.876 -1.150 -0.7572
C -15.159 -7.940 1.627 1.2225
H -13.563 -15.232 1.974 -0.0084
H -20.845 -6.988 -2.636 0.3312
H -15.473 -13.104 -3.986 -0.0098
H -15.455 -9.517 -2.576 0.6959
H -9.813 -11.218 0.352 0.3548
C -13.671 -12.507 2.234 -1.4492
H -20.503 -8.108 0.560 0.1480
H -18.023 -7.232 -3.068 0.1811
C -17.844 -8.691 6.316 0.2977
C -13.852 -12.419 -5.269 -1.6475
H -16.131 -15.363 4.584 0.3740
H -20.018 -12.396 -2.170 -0.3243
H -10.181 -11.306 -1.428 0.4044
H -20.192 -5.435 5.919 0.3066
H -19.887 -9.164 6.634 0.5562
C -20.461 -15.336 -0.960 -1.2318
H -16.427 -14.743 3.140 -0.0653
H -18.295 -12.763 1.415 0.0384
N -21.977 -9.909 -3.884 -0.6485
H -21.871 -13.664 3.810 -0.2849
H -19.015 -7.977 1.584 0.2237
C -14.211 -7.104 2.515 -0.6700
H -20.546 -15.900 -1.889 0.5209
H -22.928 -13.375 5.136 0.2523
H -17.794 -11.207 2.214 0.3561
C -18.662 -7.774 -3.764 -0.8955
H -24.449 -17.837 -1.542 0.2873
C -14.943 -12.180 -4.215 0.8411
H -14.143 -13.711 4.442 0.3120
H -15.046 -10.015 -0.785 -0.4489
H -16.666 -6.859 1.929 0.3144
C -16.060 -5.522 7.887 -1.7881
C -14.544 -14.800 -0.423 -0.0344
H -16.455 -8.068 7.966 0.3426
H -19.297 -8.398 -1.093 -0.1496
O -11.763 -11.194 -0.329 0.2898
H -20.971 -6.215 8.683 0.5710
C -21.726 -8.514 -4.024 0.5307
H -24.337 -17.203 -3.234 0.2622
C -19.090 -8.598 7.117 -1.6018
C -20.866 -8.067 -2.788 -0.1913
H -17.899 -8.401 5.267 -0.1475
H -15.022 -16.102 1.673 0.2014
O -18.695 -8.361 -0.346 -0.1896
C -22.290 -12.861 4.417 -0.1353
H -25.205 -16.347 -1.958 0.3428
C -22.969 -10.306 -0.251 0.1205
H -15.324 -10.597 -5.186 0.3337
H -17.306 -14.343 6.501 0.3910
O -23.132 -16.155 -1.999 -0.3626
H -11.687 -14.714 -0.746 0.3024
H -13.491 -16.985 1.811 0.4035
H -19.790 -6.914 5.087 0.1677
H -15.308 -6.363 0.113 0.4671
H -20.409 -16.042 -0.131 0.2984
H -24.823 -11.200 4.452 0.3803
C -16.082 -15.038 -0.678 1.1044
C -17.216 -6.247 6.985 1.2535
H -18.895 -10.098 0.622 -0.1287
H -19.559 -14.725 -0.969 0.2279
O -19.523 -11.531 -3.935 -0.6069
H -18.471 -11.726 -2.144 -0.3245
H -14.185 -7.644 -0.293 0.3384
H -8.497 -14.029 -0.938 0.3523
O -12.926 -7.296 2.162 -0.4134
C -19.968 -15.744 2.716 -0.2071
C -20.592 -7.212 8.458 -2.1292
H -22.833 -6.736 -3.938 0.3964
H -16.006 -5.827 8.932 0.4572
H -16.937 -8.316 1.234 -0.1525
H -15.976 -16.160 -2.499 0.4014
H -20.650 -13.793 6.413 0.3933
H -22.214 -10.187 -2.943 0.1751
H -19.891 -13.853 4.818 -0.0279
H -16.832 -13.117 -0.872 -0.9482
H -16.455 -11.060 -4.005 0.0239
H -14.385 -13.912 0.188 0.1748
C -15.111 -7.428 0.241 -1.3271
C -16.798 -7.774 6.974 -1.2955
C -21.897 -14.433 -0.809 0.5053
H -23.620 -15.784 -0.061 0.4293
C -14.937 -13.005 4.198 -1.2324
H -16.551 -15.252 0.282 -0.4351
N -18.508 -6.155 7.685 0.2617
H -17.778 -4.639 5.471 0.3277
H -22.456 -11.538 2.651 -0.3456
O -14.859 -13.044 2.778 0.6197
H -17.151 -12.671 4.504 -0.0810
N -15.885 -11.338 -4.791 -0.5434
H -15.879 -7.934 -0.344 0.0869
H -17.799 -6.151 4.801 0.1657
C -14.459 -11.726 -2.809 -0.3674
C -19.585 -7.109 7.304 1.8188
N -16.776 -14.765 4.087 -0.4351
H -12.075 -13.244 -1.244 0.2652
H -16.692 -9.864 -1.437 -0.2781
C -9.079 -13.946 -0.020 -1.5217
C -23.056 -11.917 3.478 1.6134
H -18.816 -9.082 8.054 0.3445
C -16.407 -16.319 -1.510 -1.6619
H -15.851 -7.809 6.434 0.4095
H -12.856 -13.214 2.078 0.3400
H -14.070 -12.934 -6.204 0.3794
H -12.199 -8.930 3.079 0.1896
H -9.216 -14.969 0.332 0.3719
N -24.010 -12.652 2.631 -0.9315
H -11.653 -9.287 0.595 0.2838
H -22.838 -9.947 0.770 0.1418
H -21.110 -10.392 -4.068 0.4083
H -20.169 -7.460 9.431 0.4353
C -11.924 -7.876 3.049 -0.5932
H -13.709 -11.901 1.328 0.2145
H -16.292 -4.529 8.273 0.4157
H -23.295 -10.537 5.139 0.3361
C -24.327 -16.956 -2.172 -0.8185
H -21.308 -8.049 -4.917 0.4007
O -19.099 -11.004 0.866 0.1537
C -16.498 -13.690 6.171 -1.7662
H -14.151 -14.520 -1.400 0.1274
H -14.318 -6.020 2.525 0.3372
H -11.915 -7.336 3.996 0.3639
C -17.265 -5.596 5.572 -1.3436
H -19.188 -7.075 -4.414 0.3593
H -21.437 -7.893 8.354 0.3713
O -18.957 -4.861 8.006 -0.4168
H -16.317 -5.422 5.063 0.3893
O -21.303 -15.799 2.147 -0.5562
H -15.939 -17.203 -1.077 0.4136
H -23.857 -9.841 3.705 0.3314
H -17.460 -16.596 -1.527 0.2349
H -21.627 -14.391 1.031 -0.3087
C -23.836 -10.796 4.229 -1.5702
H -20.028 -16.166 3.719 0.3995
H -16.641 -12.866 6.869 0.3099
H -10.850 -13.351 0.841 -0.2573
H -19.217 -16.291 2.147 0.4131
H -19.720 -14.688 2.823 -0.3476
H -17.609 -9.756 6.333 0.1491
H -21.238 -8.535 -1.876 -0.3107
H -18.687 -13.274 -2.960 0.5255
N -16.485 -7.850 2.007 0.0850
H -23.480 -7.941 -2.950 0.1785
H -23.469 -13.251 2.023 0.0854
H -19.151 -12.014 -4.677 0.2788
H -13.080 -9.518 -0.404 -0.2991
H -17.062 -11.784 0.724 -0.0062
C -16.412 -13.460 4.644 1.1659
H -18.166 -8.559 -4.336 0.1689
H -11.459 -9.254 -1.070 0.5180
H -24.290 -11.943 1.968 0.4121
H -14.716 -12.013 4.593 0.4063
C -19.493 -7.706 0.642 -0.6607
N -21.805 -13.630 0.391 1.0661
H -20.886 -13.212 0.352 -0.7217
C -13.962 -16.082 1.421 -0.3930
C -20.217 -13.187 5.617 -0.1673
O -23.830 -11.405 -0.343 -0.6913
H -8.471 -13.293 0.607 0.3507
H -14.778 -8.956 1.733 -0.7191
C -18.000 -11.723 1.276 -0.3234
H -23.338 -12.218 -0.209 0.1737
C -10.451 -11.639 -0.426 -0.8595
O -19.534 -8.517 -2.998 0.2485
C -19.133 -12.293 -2.799 0.2108
H -13.601 -11.058 -2.888 0.4007
H -13.251 -11.545 -5.519 0.3971
H -23.483 -9.596 -0.898 0.2603
N -16.673 -13.946 -1.426 1.1247
H -19.249 -6.650 0.533 0.2766
H -21.962 -13.706 -1.619 0.3765
H -13.185 -13.181 -4.864 0.3792
C -10.423 -13.209 -0.151 1.0014
H -22.028 -10.636 -0.691 -0.2266
C -15.658 -10.108 -1.682 -0.6025
H -14.185 -7.392 3.566 0.3292
H -21.735 -16.652 2.231 0.2234
H -10.935 -7.696 2.626 0.2160
C -23.055 -7.803 -3.944 -1.5129
H -21.371 -6.668 5.801 0.4254
H -15.492 -13.977 6.475 0.4978
H -23.760 -7.729 -4.772 0.3959
O -13.857 -15.944 0.060 -0.5221
H -19.206 -5.064 8.911 0.3999
H -13.191 -11.770 2.878 0.2981

---

Record 2
34
Properties=species:S:1:pos:R:3:nbo_charge:R:1 method="wB97M-V/def2-TZVPD" mol_weight_g_mol=336.812 homo_lumo_gap_ha=0.2683 e_homo_ev=-5.08 total_energy_ha=-1022.209670 charge=-1 e_above_lowest_kcal_mol=0.0
H -1.807 -0.342 2.369 0.5117
C 1.924 -2.815 3.078 -0.7254
O -0.104 -2.087 2.091 -0.8001
H 1.244 -3.442 3.657 0.2141
O 1.769 2.412 1.127 -0.7432
H -3.749 -2.118 -3.081 0.2197
C -3.259 -1.402 -2.424 -0.7176
O -1.540 2.204 -0.029 -0.9571
O 1.440 -0.547 2.306 -0.8154
O -2.375 -3.327 -1.434 -0.7388
C 2.123 2.556 -0.054 0.7597
H 1.664 -2.594 -0.799 0.4924
O 1.872 1.700 -0.959 -0.8703
H 3.427 4.329 0.215 0.2006
H -2.392 1.804 0.196 0.4836
O -1.707 0.629 2.442 -0.9663
H -4.124 -0.913 -1.955 0.1994
H -2.682 -0.671 -2.993 0.1673
H -1.661 3.150 0.100 0.4862
C 1.035 -1.724 2.485 0.7559
O -0.664 0.812 -2.313 -0.9509
H 2.422 -3.423 2.326 0.2098
H 3.751 3.418 -1.241 0.2133
C 2.954 3.738 -0.577 -0.7234
H -1.591 0.626 -2.500 0.4787
H 2.673 -2.373 3.738 0.2039
C -2.364 -2.068 -1.385 0.7656
H 2.253 4.431 -1.048 0.2068
O -1.695 -1.386 -0.558 -0.8651
Sr 0.134 0.265 0.209 1.8431
H -0.332 1.286 -3.083 0.4792
H 2.290 -1.457 -1.624 0.4807
O 1.663 -1.636 -0.915 -0.9582
H -2.589 0.963 2.633 0.4602

---

Record 3
14
Properties=species:S:1:pos:R:3:nbo_charge:R:1 method="wB97M-V/def2-TZVPD" mol_weight_g_mol=97.117 homo_lumo_gap_ha=0.3758 e_homo_ev=-9.47 smiles="O=C[C@H]1[C@H]2CCN21" total_energy_ha=-324.607015 e_above_lowest_kcal_mol=73.7
C 1.168 1.523 0.472 0.4077
H 0.687 -1.735 0.742 0.2130
C -1.203 -0.445 0.646 -0.2327
H -0.647 -2.381 -0.247 0.2184
H 0.780 1.497 -1.415 0.2542
C 0.338 0.913 -0.596 -0.2381
H 0.813 1.715 1.499 0.1292
O 2.237 1.957 0.098 -0.5204
H -2.220 -0.846 0.709 0.2131
C 0.054 -0.480 -0.997 -0.0444
H -0.969 0.047 1.596 0.1886
C -0.173 -1.467 0.122 -0.4402
H 0.191 -0.734 -2.046 0.2102
N -1.055 0.436 -0.585 -0.3588

---

Record 4
58
Properties=species:S:1:pos:R:3:lowdin_spin:R:1 method="wB97M-V/def2-TZVPD" mol_weight_g_mol=668.616 spin_multiplicity=5 homo_lumo_gap_ha="0.2344 / 0.2153" e_homo_ev="-9.62 / -11.54" total_energy_ha=-2284.265511 charge=+1 s2=6.026
H 0.935 -5.378 4.978 -0.0003
H -1.424 1.824 2.052 0.0027
H -0.381 1.526 -5.681 0.0000
H -1.193 -4.330 0.621 0.0048
C 0.173 -0.495 -5.212 -0.0002
C -1.004 -1.375 2.960 0.0170
C -0.785 -5.675 3.717 0.0121
H 0.221 -0.808 -6.247 0.0000
H 5.159 3.185 0.012 0.0001
C -1.195 2.251 -0.853 0.0058
H -2.899 -0.391 2.334 0.0056
C 0.301 0.505 2.620 0.0323
H -0.502 2.233 -3.338 0.0000
C -1.058 0.855 2.344 0.0440
H 3.325 3.643 1.611 -0.0001
C 0.475 -5.150 4.026 -0.0006
H 0.699 -2.423 -4.434 0.0001
H -3.875 5.039 -1.074 0.0000
H -1.472 5.612 -1.208 0.0001
H 1.201 -1.454 3.185 0.0154
Ru -0.374 -0.620 0.876 2.1443
C -3.126 4.260 -1.014 0.0007
C 3.934 1.975 -1.268 0.0004
H -2.357 -5.787 2.251 -0.0003
H 2.494 0.820 -2.354 0.0000
C 4.175 2.768 -0.157 0.0023
H -2.853 0.901 -0.684 0.0001
H -1.308 -2.390 3.143 -0.0009
C -3.509 2.933 -0.870 0.0002
H -4.558 2.673 -0.822 0.0000
H 0.589 -1.712 -2.084 0.0177
C 0.536 -4.023 1.877 0.0744
Cl -2.082 -1.582 -0.446 0.3020
C 0.047 0.307 -2.548 -0.0013
C -1.382 -5.381 2.488 -0.0011
C -1.845 -0.311 2.532 0.1293
C -0.228 1.214 -3.571 -0.0003
C -0.722 -4.558 1.567 0.0245
H 2.105 -3.917 3.356 0.0055
C -0.818 3.583 -1.014 0.0011
C 0.444 -1.399 -4.197 0.0007
C 3.147 3.023 0.742 -0.0003
H 4.731 1.768 -1.970 0.0000
C 0.380 -1.005 -2.868 0.0085
C 0.316 -0.876 2.985 0.1227
C 1.638 1.695 -0.594 0.0113
H -1.296 -6.310 4.430 0.0007
H 1.095 2.692 1.233 0.0000
C -0.162 0.815 -4.896 -0.0002
C -2.552 1.934 -0.787 0.0009
C -1.779 4.581 -1.089 0.0010
P 0.019 0.874 -0.803 0.0124
Te 1.521 -2.742 0.487 0.9663
H 1.154 1.157 2.585 0.0071
H 0.228 3.847 -1.081 0.0000
C 1.134 -4.325 3.108 0.0258
C 2.673 1.441 -1.489 0.0022
C 1.889 2.483 0.530 0.0031